# 1
The following is a quantum chemistry calculation of C22H28N4O2S in the gas phase in a non-equilibrium geometry, from OMol25.

```
57
Properties=species:S:1:pos:R:3:lowdin_charge:R:1
C 3.916 1.727 4.245 -0.11
C 3.017 2.774 3.596 -0.26
C 1.856 2.162 2.815 -0.20
H 1.321 1.459 3.458 0.10
H 1.154 2.951 2.535 0.12
C 2.309 1.452 1.531 -0.14
C 1.129 0.844 0.836 -0.21
N 0.641 1.554 -0.171 0.20
C -0.430 1.136 -0.826 -0.28
N -0.910 1.927 -1.830 0.06
H -1.636 1.498 -2.389 0.12
C -0.015 2.808 -2.540 -0.17
H 0.513 3.419 -1.807 0.11
H -0.617 3.449 -3.189 0.12
C 1.015 2.006 -3.364 -0.15
N 0.368 0.978 -4.141 0.07
C 0.249 -0.293 -3.673 -0.44
O 0.857 -0.712 -2.704 0.08
C -0.680 -1.132 -4.439 -0.20
C -1.015 -2.450 -4.262 0.01
C -1.996 -2.741 -5.233 -0.05
C -2.191 -1.584 -5.926 -0.10
O -1.404 -0.605 -5.458 0.04
H -2.841 -1.340 -6.743 0.12
H -2.491 -3.676 -5.390 0.10
H -0.603 -3.107 -3.525 0.12
H -0.227 1.260 -4.905 0.14
H 1.581 2.671 -4.020 0.12
H 1.694 1.496 -2.678 0.11
C -1.102 -0.060 -0.474 -0.11
C -0.583 -0.817 0.573 -0.13
C 0.557 -0.366 1.237 -0.18
C 1.067 -1.222 2.342 -0.39
H 1.884 -0.773 2.897 0.06
H 1.380 -2.202 1.973 0.09
S -0.250 -1.504 3.590 0.94
C -1.693 -1.945 2.508 -0.77
C -2.249 -3.274 3.004 -0.11
H -2.555 -3.188 4.044 0.08
H -3.113 -3.566 2.409 0.09
H -1.495 -4.055 2.933 0.08
C -2.730 -0.836 2.645 -0.10
H -3.056 -0.753 3.679 0.08
H -2.311 0.122 2.341 0.08
H -3.597 -1.049 2.020 0.09
C -1.235 -2.074 1.047 -0.12
H -0.530 -2.907 0.964 0.13
H -2.106 -2.307 0.430 0.12
C -2.209 -0.474 -1.230 -0.20
N -3.094 -0.771 -1.901 0.19
H 3.048 0.685 1.760 0.11
H 2.761 2.183 0.860 0.12
H 2.606 3.415 4.379 0.10
H 3.611 3.403 2.930 0.11
H 4.421 1.122 3.497 0.06
H 4.678 2.209 4.854 0.07
H 3.332 1.070 4.887 0.07
```

## Properties
E_tot ... -1622.8602 Ha
Energy relative to the best compared isomer or geometry (same formula, charge and spin) ... 0.715 eV
Orbital gap ... 8.78 eV
HOMO energy ... -8.08 eV
Structure (SMILES) ... CCCCc1nc(NCCNC(=O)c2ccco2)c(C#N)c2c1CSC(C)(C)C2

***

# 2
The following is a quantum chemistry calculation of 2 unconnected molecules or ions with the total composition C22H28N4O5 in a non-equilibrium geometry, from OMol25.

```
59
Properties=species:S:1:pos:R:3:lowdin_charge:R:1
O 0.072 4.628 -2.782 0.04
O 1.071 -0.824 -4.148 0.05
O -2.973 -0.468 6.261 0.06
O -4.615 0.148 4.968 0.06
O 2.772 -3.332 -0.392 -0.06
C 0.682 3.624 -2.451 -0.56
C 1.302 0.375 -4.042 -0.44
C -1.013 1.942 2.033 -0.08
C -1.939 1.970 0.976 -0.07
C 0.269 1.402 1.830 -0.07
C -3.374 -0.829 2.731 0.01
C -1.554 -1.512 4.154 0.06
C -2.711 -1.374 1.630 -0.02
C -1.591 1.441 -0.280 -0.03
C 0.621 0.883 0.573 -0.07
C -2.818 -0.896 4.025 -0.15
C -0.878 -2.060 3.053 -0.13
C -1.469 -1.995 1.780 -0.15
C -0.311 0.891 -0.481 -0.23
N 1.824 1.003 -5.104 0.03
N 0.987 -3.389 2.060 -0.01
N 0.326 2.439 -2.945 0.11
N -3.507 -0.374 5.149 -0.34
C 1.868 3.745 -1.513 0.02
C 2.280 2.388 -5.225 -0.06
C 0.491 -2.675 3.254 -0.14
C 1.346 -3.454 -0.417 -0.20
C -0.798 -2.626 0.586 -0.08
C 0.718 -2.717 0.775 -0.33
C 0.056 0.273 -1.815 -0.11
C 0.956 1.125 -2.728 -0.18
H 3.137 -3.853 0.341 0.08
H -1.288 2.334 3.002 0.10
H -2.923 2.390 1.132 0.10
H 0.979 1.380 2.644 0.10
H -4.338 -0.357 2.567 0.12
H -1.078 -1.574 5.129 0.13
H -3.172 -1.314 0.649 0.12
H -2.310 1.456 -1.086 0.11
H 1.607 0.468 0.421 0.11
H 1.955 0.405 -5.906 0.14
H 1.980 -3.591 2.164 0.11
H -0.480 2.466 -3.550 0.16
H 1.672 3.173 -0.609 0.07
H 2.768 3.384 -2.004 0.07
H 1.998 4.793 -1.247 0.09
H 2.910 2.495 -6.110 0.09
H 2.860 2.676 -4.348 0.08
H 1.424 3.059 -5.328 0.08
H 1.191 -1.871 3.504 0.12
H 0.462 -3.368 4.101 0.12
H 1.057 -4.510 -0.399 0.13
H 0.974 -3.024 -1.352 0.12
H -1.207 -3.632 0.449 0.14
H -1.020 -2.047 -0.313 0.11
H 1.138 -1.710 0.810 0.12
H -0.861 0.027 -2.354 0.13
H 0.570 -0.667 -1.612 0.10
H 1.904 1.260 -2.210 0.15
```

## Properties
E_tot ... -1450.2927 Ha
Energy relative to the best compared isomer or geometry (same formula, charge and spin) ... 3.382 eV
Orbital gap ... 8.53 eV
HOMO energy ... -9.16 eV
Structure (SMILES) ... O=[N+]([O-])c1ccc2c(c1)CN[C@@H](CO)C2.CNC(=O)[C@H](Cc1ccccc1)NC(C)=O